Entry 1:
{
  "formula": "C3H5N3",
  "method": "wB97M-V/def2-TZVPD",
  "e_homo_ev": -8.490,
  "spin_multiplicity": 1,
  "orbital_gap_ha": 0.33691,
  "lumo_ev": 0.68,
  "energy_ev": -7657.19495,
  "relative_energy_kj_mol": 507.6,
  "species": ["C", "N", "C", "C", "N", "N", "H", "H", "H", "H", "H"],
  "positions_angstrom": [[-1.6685, -0.0739, -0.0069], [-0.1916, -0.2579, -0.1196], [0.6449, 0.8855, 0.2804], [1.8903, 0.4293, 0.3920], [2.1028, -0.7957, 0.0467], [0.3054, -1.3257, -0.4241], [-2.1466, -0.8220, -0.6368], [-1.9785, -0.2087, 1.0355], [-1.9570, 0.9319, -0.3371], [0.2225, 1.8482, 0.4752], [2.7764, -0.6109, -0.7052]]
}

***

Entry 2:
{
  "formula": "C5H10N3P",
  "method": "wB97M-V/def2-TZVPD",
  "e_homo_ev": -9.244,
  "spin_multiplicity": 1,
  "orbital_gap_ha": 0.36761,
  "lumo_ev": 0.76,
  "smiles": "CC(C)(P)n1cncn1",
  "energy_ev": -19103.84444,
  "relative_energy_kj_mol": 116.3,
  "species": ["C", "C", "C", "P", "N", "C", "N", "C", "N", "H", "H", "H", "H", "H", "H", "H", "H", "H", "H"],
  "positions_angstrom": [[1.4254, -0.5546, -0.9260], [0.3346, 0.3641, -0.2814], [1.0150, 1.6696, 0.8499], [-0.6650, 1.3235, -1.4693], [-0.6731, -0.4202, 0.4271], [-0.6041, -1.3456, 1.3965], [-1.7356, -1.9972, 1.4216], [-2.5357, -1.4166, 0.5789], [-1.8917, -0.4720, -0.1097], [1.6944, -1.4275, -0.3999], [1.0612, -0.8100, -1.9472], [2.3289, 0.0377, -0.9209], [1.1587, 1.1624, 1.7875], [0.2395, 2.4345, 0.8231], [1.9302, 2.0121, 0.4381], [0.5632, 2.1233, -1.6493], [-0.3716, 0.3918, -2.4909], [0.3417, -1.4314, 2.0011], [-3.6158, -1.6441, 0.4706]]
}

***

Entry 3:
{
  "formula": "C40H54N14",
  "method": "wB97M-V/def2-TZVPD",
  "e_homo_ev": -7.488,
  "spin_multiplicity": 1,
  "orbital_gap_ha": 0.29080,
  "lumo_ev": 0.42,
  "energy_ev": -63212.58327,
  "species": ["C", "C", "N", "H", "H", "H", "C", "C", "N", "H", "H", "H", "C", "C", "N", "H", "H", "H", "C", "C", "N", "H", "H", "H", "C", "C", "N", "H", "H", "H", "C", "C", "N", "H", "H", "H", "C", "C", "N", "H", "H", "H", "C", "C", "N", "H", "H", "H", "N", "C", "C", "C", "C", "H", "H", "H", "H", "H", "N", "C", "C", "C", "C", "H", "H", "H", "H", "H", "N", "C", "C", "C", "C", "H", "H", "H", "H", "H", "N", "C", "C", "C", "C", "H", "H", "H", "H", "H", "N", "C", "C", "C", "C", "H", "H", "H", "H", "H", "N", "C", "C", "C", "C", "H", "H", "H", "H", "H"],
  "positions_angstrom": [[20.8290, 26.6436, -17.6129], [21.9751, 27.4704, -17.9884], [22.8997, 28.1165, -18.2957], [21.0243, 25.6057, -17.8823], [19.9868, 26.9764, -18.2196], [20.5133, 26.6453, -16.5696], [23.7510, 20.9158, -18.4951], [24.3822, 19.6096, -18.1737], [24.8804, 18.5498, -17.9663], [24.5728, 21.6298, -18.4407], [22.9559, 21.2205, -17.8145], [23.3517, 20.9009, -19.5093], [18.0943, 22.2530, -18.3529], [18.4800, 23.5298, -18.8286], [18.8159, 24.5812, -19.2572], [17.1309, 21.9443, -18.7586], [18.1364, 22.3840, -17.2716], [18.8288, 21.4807, -18.5817], [24.1922, 25.1736, -20.3275], [23.6627, 24.7450, -19.0506], [23.2806, 24.3884, -18.0369], [25.1718, 25.5948, -20.1015], [23.6662, 26.0156, -20.7775], [24.2535, 24.4147, -21.1075], [20.3921, 17.2439, -14.3507], [19.0234, 17.6867, -14.0616], [17.9487, 17.9740, -13.7917], [21.1773, 17.8111, -13.8508], [20.5450, 17.3560, -15.4241], [20.4568, 16.1577, -14.2868], [16.1036, 25.8225, -12.0182], [17.3219, 25.5352, -12.8228], [18.2828, 25.3519, -13.4178], [16.2951, 25.6346, -10.9618], [15.2440, 25.2195, -12.3108], [15.8644, 26.8828, -12.1000], [18.5495, 19.6442, -10.8406], [19.9320, 19.1447, -11.0061], [20.9963, 18.7135, -11.1589], [18.1677, 19.2280, -9.9084], [17.9066, 19.2091, -11.6057], [18.4776, 20.7260, -10.7284], [23.9982, 16.0250, -13.2354], [23.9444, 17.4902, -13.2308], [23.8749, 18.6767, -13.2830], [24.9726, 15.7286, -13.6238], [23.0993, 15.6158, -13.6964], [23.7555, 15.5943, -12.2639], [22.6798, 21.4165, -10.6001], [22.9981, 22.5070, -11.4094], [23.0077, 23.6616, -10.6012], [22.6731, 23.2628, -9.3175], [22.4219, 21.8664, -9.3635], [22.6227, 20.4489, -10.8838], [23.1984, 22.3944, -12.4647], [23.1519, 24.7107, -10.8132], [22.5478, 23.8595, -8.4261], [22.1496, 21.2560, -8.5151], [22.5245, 25.6381, -14.2795], [23.5436, 26.1059, -15.0673], [23.8478, 27.4137, -14.6404], [23.0077, 27.7478, -13.5259], [22.1364, 26.6432, -13.4161], [22.1017, 24.7285, -14.3976], [24.0416, 25.4400, -15.7564], [24.6172, 27.9924, -15.1299], [23.0585, 28.6805, -12.9837], [21.3853, 26.3747, -12.6879], [20.8753, 23.5991, -21.0241], [21.1033, 22.3737, -20.4443], [20.6323, 21.3996, -21.2971], [20.0220, 22.0563, -22.3853], [20.2355, 23.3890, -22.2164], [21.0216, 24.4978, -20.5870], [21.5251, 22.3362, -19.4508], [20.5890, 20.3493, -21.0492], [19.4905, 21.6783, -23.2462], [20.0313, 24.2701, -22.8067], [26.1168, 23.4192, -15.8042], [25.4945, 23.1686, -14.6344], [25.3378, 21.8022, -14.5970], [25.8839, 21.2267, -15.7144], [26.3264, 22.2538, -16.4352], [26.3214, 24.3393, -16.1670], [25.1440, 23.9506, -13.9770], [24.9190, 21.2843, -13.7468], [26.0253, 20.1709, -15.8924], [26.7898, 22.3455, -17.4064], [19.4929, 18.0984, -19.1810], [20.5125, 18.6817, -18.5094], [19.9928, 19.1240, -17.3098], [18.6594, 18.7944, -17.1798], [18.3753, 18.2215, -18.4284], [19.5736, 17.6481, -20.0814], [21.4771, 18.7133, -18.9941], [20.5540, 19.5914, -16.5142], [18.0170, 18.8227, -16.3121], [17.4986, 17.7238, -18.8159], [21.5056, 20.9238, -14.0371], [22.0471, 21.4683, -15.1502], [21.2033, 22.4149, -15.6450], [20.0794, 22.4016, -14.8507], [20.2480, 21.4507, -13.8619], [21.9567, 20.2443, -13.4414], [23.0393, 21.0998, -15.3654], [21.2819, 22.9500, -16.5799], [19.1994, 23.0213, -14.9407], [19.5628, 21.1736, -13.0744]]
}

***

Entry 4:
{
  "formula": "C2H7ClN2O3S",
  "method": "wB97M-V/def2-TZVPD",
  "e_homo_ev": -10.557,
  "spin_multiplicity": 1,
  "orbital_gap_ha": 0.41145,
  "lumo_ev": 0.64,
  "smiles": "NC[C@@](N)(Cl)S(=O)(=O)O",
  "energy_ev": -34666.81423,
  "relative_energy_kj_mol": 0.0,
  "species": ["N", "C", "C", "N", "Cl", "S", "O", "O", "O", "H", "H", "H", "H", "H", "H", "H"],
  "positions_angstrom": [[0.6934, -0.4566, -1.2332], [0.4635, -0.2633, 0.2080], [-0.7407, 0.5412, 0.4788], [-0.8541, 0.7636, 1.8522], [-0.8327, 2.0580, -0.6013], [-2.2281, -0.4128, -0.0425], [-2.0523, -1.7995, 0.0855], [-3.2667, 0.3197, 0.6041], [-2.3259, -0.2480, -1.6776], [1.3850, -1.1008, -1.1236], [1.2161, 0.3233, -1.4574], [0.1520, -1.2341, 0.7461], [1.2771, 0.2477, 0.7328], [-0.2227, 1.4515, 2.2105], [-1.7880, 1.0563, 2.1551], [-1.9727, -1.0169, -2.2171]]
}

***

Entry 5:
{
  "formula": "C22H35ClO2P2Pb",
  "method": "wB97M-V/def2-TZVPD",
  "e_homo_ev": [-13.210, -13.195],
  "spin_multiplicity": 1,
  "orbital_gap_ha": [0.17311, 0.11663],
  "lumo_ev": [-8.50, -10.02],
  "total_charge": 2,
  "energy_ev": -63804.25129,
  "relative_energy_kj_mol": 0.0,
  "species": ["P", "P", "C", "C", "H", "H", "H", "H", "C", "H", "H", "H", "C", "H", "H", "H", "C", "H", "H", "H", "C", "H", "H", "H", "Pb", "C", "C", "C", "C", "C", "C", "C", "C", "C", "H", "H", "H", "H", "H", "H", "H", "H", "H", "H", "H", "H", "H", "H", "H", "Cl", "C", "C", "C", "C", "C", "C", "C", "O", "O", "H", "H", "H", "H"],
  "positions_angstrom": [[0.4096, -2.0400, -1.9875], [0.0939, 2.1016, -1.7531], [0.0043, -0.5305, -3.0083], [0.7932, 0.7879, -2.8502], [-1.0927, -0.3696, -2.9853], [0.1892, -0.8860, -4.0265], [1.8145, 0.5899, -2.4852], [0.8803, 1.2333, -3.8596], [-1.2407, 2.8508, -2.7620], [-1.8102, 3.5686, -2.1501], [-1.9427, 2.1024, -3.1522], [-0.7679, 3.3867, -3.5988], [1.3120, 3.4559, -1.8415], [0.9909, 4.2039, -2.5789], [2.3034, 3.0674, -2.0991], [1.3480, 3.9186, -0.8457], [-0.6117, -3.3703, -2.6916], [-0.6061, -4.2406, -2.0195], [-0.2103, -3.6784, -3.6650], [-1.6537, -3.0455, -2.8116], [2.1142, -2.4375, -2.4427], [2.7465, -1.5428, -2.3485], [2.1312, -2.8103, -3.4766], [2.4974, -3.2154, -1.7650], [-1.7116, -0.0071, -0.5645], [0.2177, 1.6658, -6.0090], [-1.1078, 1.5974, -5.8136], [-2.0304, 0.8713, -6.7386], [-1.6731, -0.6003, -7.0447], [-0.8670, -1.3063, -6.0038], [0.4789, -1.3780, -6.0407], [1.3340, -0.5372, -6.9356], [0.9673, 0.9658, -7.1079], [-0.1993, -1.4016, 0.4872], [0.8183, 2.4300, -5.4960], [-1.6131, 2.2313, -5.0866], [-2.0856, 1.4031, -7.7083], [-3.0400, 0.9033, -6.3058], [-2.6246, -1.1448, -7.1475], [-1.1700, -0.6429, -8.0217], [-1.4564, -1.8434, -5.2499], [1.0234, -2.1804, -5.5245], [1.3483, -0.9771, -7.9510], [2.3739, -0.5998, -6.5772], [1.9294, 1.4978, -7.2108], [0.4532, 1.0819, -8.0756], [0.6462, -0.7273, 0.6926], [0.1627, -2.3863, 0.1173], [-0.7307, -1.5906, 1.4328], [-0.5282, 3.0799, 7.6906], [-0.6556, 2.4293, 6.1113], [-1.8183, 1.7370, 5.7212], [-1.9492, 1.2940, 4.4075], [-0.9629, 1.5766, 3.4588], [0.2137, 2.2203, 3.8587], [0.3748, 2.6374, 5.1809], [-1.1745, 1.2502, 2.0103], [-2.2017, 0.5324, 1.7028], [-0.3284, 1.6706, 1.1665], [-2.6191, 1.5650, 6.4398], [-2.8263, 0.7424, 4.0840], [0.9858, 2.4191, 3.1188], [1.2826, 3.1563, 5.4736]]
}

***

Entry 6:
{
  "formula": "C19H17LiN5O4S4",
  "method": "wB97M-V/def2-TZVPD",
  "e_homo_ev": -4.815,
  "spin_multiplicity": 1,
  "orbital_gap_ha": 0.26125,
  "lumo_ev": 2.29,
  "total_charge": -1,
  "energy_ev": -79169.86701,
  "relative_energy_kj_mol": 61.8,
  "species": ["Li", "O", "C", "C", "C", "C", "C", "C", "C", "O", "N", "N", "C", "S", "C", "C", "S", "H", "H", "H", "H", "H", "H", "H", "H", "H", "N", "C", "C", "C", "C", "C", "C", "S", "O", "O", "N", "C", "S", "C", "C", "N", "H", "H", "H", "H", "H", "H", "H", "H"],
  "positions_angstrom": [[0.7964, 1.1696, -0.4379], [2.3462, 2.6793, -4.2094], [2.1911, 1.5066, -4.8557], [2.6269, 1.4003, -6.1758], [2.5155, 0.1989, -6.8526], [1.9847, -0.9199, -6.2220], [1.5257, -0.8133, -4.9194], [1.5978, 0.3934, -4.2337], [1.0205, 0.5576, -2.8680], [1.5016, 1.4645, -2.0923], [0.0110, -0.2209, -2.6058], [-0.6858, 0.0496, -1.4385], [-1.1446, -1.0105, -0.9014], [-2.3817, -0.9722, 0.3337], [-2.8051, -2.7417, 0.1650], [-1.5262, -3.4771, -0.1631], [-0.7482, -2.6092, -1.5622], [2.0991, 2.4984, -3.2627], [3.0669, 2.2692, -6.6495], [2.8617, 0.1305, -7.8773], [1.9316, -1.8659, -6.7462], [1.0991, -1.6643, -4.4053], [-3.5311, -2.8319, -0.6430], [-3.2460, -3.0698, 1.1066], [-1.7046, -4.5114, -0.4588], [-0.8209, -3.4252, 0.6607], [-4.1471, -0.5468, 5.1879], [-2.8876, -0.5383, 4.5849], [-2.2428, -1.7371, 4.2784], [-0.9953, -1.7223, 3.6818], [-0.3731, -0.5199, 3.3893], [-0.9814, 0.6751, 3.7366], [-2.2276, 0.6655, 4.3362], [1.1574, -0.5598, 2.4612], [1.1849, -1.8355, 1.7918], [2.2264, -0.3123, 3.4028], [1.0411, 0.6006, 1.3737], [1.4468, 1.8551, 1.6527], [2.3104, 2.3823, 3.1096], [2.3265, 3.9988, 2.4764], [1.7398, 4.0261, 1.2664], [1.2288, 2.8365, 0.8071], [-4.7100, -1.3557, 4.9850], [-4.6599, 0.3141, 5.0903], [-2.7407, -2.6775, 4.4896], [-0.4914, -2.6416, 3.4124], [-0.4887, 1.6153, 3.5272], [-2.7073, 1.6005, 4.6031], [2.7756, 4.7995, 3.0405], [1.6334, 4.8928, 0.6295]]
}

***

Entry 7:
{
  "formula": "C3H7NO2S",
  "method": "wB97M-V/def2-TZVPD",
  "e_homo_ev": -8.577,
  "spin_multiplicity": 1,
  "orbital_gap_ha": 0.26760,
  "lumo_ev": -1.30,
  "smiles": "CSO/C(C)=N/O",
  "energy_ev": -19640.18520,
  "relative_energy_kj_mol": 522.9,
  "species": ["C", "S", "O", "C", "C", "N", "O", "H", "H", "H", "H", "H", "H", "H"],
  "positions_angstrom": [[-2.8241, 0.9316, -0.0925], [-1.7681, -0.3148, 0.6316], [-0.0432, 0.7056, 0.6041], [1.2009, 0.2650, 0.3252], [1.3244, -1.2668, 0.3607], [2.2891, 1.0124, 0.2260], [3.5087, 0.3349, 0.1291], [-3.5594, 0.2311, -0.6547], [-2.4236, 1.5676, -0.9371], [-3.4049, 1.6567, 0.5394], [1.9347, -1.5258, -0.4423], [1.7493, -1.4433, 1.2714], [0.2431, -1.6615, 0.3725], [3.9947, 0.8642, -0.4631]]
}